Entry from the OMol25 dataset: C15H13N2O3S4SbTc as an isolated structure (wB97M-V/def2-TZVPD).

```
39
Properties=species:S:1:pos:R:3:forces:R:3
Tc 1.362 -0.537 -0.245 0.98 0.05 -0.07
O 1.268 3.846 0.113 -0.10 -0.06 0.07
C 0.087 4.002 0.761 0.16 0.02 -0.10
C -0.279 5.241 1.279 -0.06 0.00 0.02
C -1.489 5.399 1.923 0.00 0.03 0.01
C -2.365 4.326 2.062 0.00 -0.02 -0.01
C -2.007 3.099 1.553 -0.02 -0.01 -0.01
C -0.779 2.910 0.901 -0.05 -0.12 0.06
C -0.453 1.570 0.420 0.10 0.17 -0.14
O 0.744 1.314 -0.058 -0.24 0.22 -0.03
N -1.332 0.602 0.432 0.22 -0.17 -0.04
N -0.732 -0.521 -0.030 -0.39 -0.11 0.14
C -1.516 -1.548 -0.251 0.07 0.01 -0.02
C -1.132 -2.680 -1.004 -0.22 -0.09 0.13
C -2.010 -3.779 -1.156 0.03 0.05 0.02
C -1.707 -4.776 -2.038 0.07 -0.01 -0.05
C -0.537 -4.700 -2.825 -0.05 -0.03 0.02
C 0.325 -3.639 -2.721 -0.06 -0.09 -0.01
C 0.036 -2.639 -1.788 0.39 0.24 -0.02
O 0.859 -1.605 -1.688 -0.13 -0.13 -0.41
H 1.723 4.694 0.084 0.05 0.06 -0.02
H 0.396 6.081 1.167 0.00 0.00 0.00
H -1.753 6.370 2.323 0.00 -0.01 -0.01
H -3.314 4.452 2.564 0.00 0.00 0.00
H -2.672 2.252 1.650 0.01 0.00 0.01
H -2.534 -1.463 0.117 -0.01 0.02 -0.03
H -2.920 -3.811 -0.572 0.01 0.00 0.00
H -2.369 -5.623 -2.147 0.01 0.00 -0.01
H -0.315 -5.495 -3.524 -0.01 -0.01 0.01
H 1.231 -3.560 -3.305 -0.01 0.00 0.00
S 4.074 -2.972 -2.678 0.06 0.00 -0.15
Sb 4.216 -2.104 -0.672 -0.19 -0.44 -0.06
S 3.252 0.324 -0.769 -0.54 0.20 0.14
S 2.086 -2.511 0.624 -0.21 -0.01 0.03
S 5.647 -1.709 0.947 0.11 0.07 0.10
C 1.247 -0.255 1.910 -0.01 0.06 0.12
H 1.444 0.807 2.012 0.00 0.00 0.10
H 1.980 -0.853 2.426 0.04 0.05 0.09
H 0.235 -0.510 2.203 0.01 0.02 0.10
```
Forces are in eV/Å.

The calculation puts the HOMO-LUMO gap (alpha / beta) at 5.02 / 5.01 eV. The value obtained for the HOMO energy (alpha / beta) is -11.6 / -11.6 eV. As for the charge: +1. Its spin multiplicity is 1. The largest force on an atom is 0.98 eV Å⁻¹. Its energy above the lowest of the compared OMol25 structures with the same formula, charge and spin is 22.96 kcal per mole.

***

Entry from the OMol25 dataset: a 2-piece molecular cluster, CN5O overall (wB97M-V/def2-TZVPD).

```
7
Properties=species:S:1:pos:R:3:forces:R:3
C 0.000 0.014 0.130 0.36 -1.20 2.98
N -0.445 -0.448 -1.025 -0.23 -0.59 1.02
N 0.760 1.101 0.039 -0.23 -0.68 0.87
N 0.056 0.420 -1.886 0.17 0.54 -0.91
N 0.765 1.335 -1.260 0.02 0.36 -0.80
N -0.057 -0.906 1.923 -2.66 0.13 -2.74
O -1.078 -1.516 2.079 2.57 1.44 -0.41
```
Forces are in eV/Å.

The calculation puts the HOMO-LUMO gap at 8.30 eV. The value obtained for the HOMO energy is -4.8 eV. As for the charge: -1. Its spin multiplicity is 1. The largest force on an atom is 3.82 eV Å⁻¹. Its energy above the lowest of the compared OMol25 structures with the same formula, charge and spin is 31.10 kcal per mole.

***

Entry from the OMol25 dataset: a single C15H20N2O3S molecule (wB97M-V/def2-TZVPD).

```
41
Properties=species:S:1:pos:R:3:forces:R:3
C -4.445 -2.912 0.005 0.07 0.88 -0.04
S -4.751 -1.135 0.034 0.39 -0.50 0.00
O -5.663 -0.793 -1.015 -0.02 -0.04 -0.25
O -5.086 -0.715 1.362 0.07 -0.11 0.20
N -3.215 -0.592 -0.375 -0.47 -0.97 -0.04
C -2.857 0.725 -0.171 0.12 0.75 0.06
C -3.828 1.724 -0.238 0.08 0.09 0.05
C -3.487 3.045 -0.040 0.07 -0.10 0.03
C -2.171 3.393 0.231 0.07 0.13 -0.01
C -1.199 2.415 0.280 -0.11 -0.07 -0.04
C -1.511 1.072 0.067 -0.45 -0.01 0.03
C -0.479 0.005 0.128 0.22 0.10 -0.05
O -0.752 -1.174 0.358 -0.11 -0.17 0.01
N 0.789 0.394 -0.102 0.10 0.27 -0.02
C 1.920 -0.501 -0.038 -0.04 -0.24 0.23
C 2.707 -0.548 -1.367 0.12 -0.04 -0.09
C 4.120 -0.124 -0.955 0.17 -0.02 -0.29
C 4.736 -1.254 -0.121 0.16 -0.03 -0.13
C 3.954 -1.175 1.207 -0.06 -0.01 0.14
C 2.981 -0.015 0.967 -0.15 -0.06 0.25
C 3.829 0.928 0.115 0.01 -0.01 0.00
H -3.724 -3.146 0.778 0.13 -0.05 0.14
H -4.073 -3.164 -0.979 0.06 -0.07 -0.17
H -5.386 -3.412 0.197 -0.19 0.09 0.04
H -2.448 -1.216 -0.108 -0.08 -0.17 0.10
H -4.847 1.431 -0.432 -0.13 0.13 -0.07
H -4.250 3.807 -0.083 -0.08 0.05 -0.01
H -1.907 4.425 0.408 0.03 0.07 0.02
H -0.188 2.705 0.529 0.06 0.00 0.01
H 0.978 1.354 -0.339 -0.15 -0.06 -0.03
H 1.511 -1.474 0.242 0.11 0.14 -0.02
H 2.688 -1.537 -1.820 -0.02 -0.04 -0.08
H 2.281 0.158 -2.082 -0.03 0.00 -0.02
H 4.741 0.194 -1.791 0.01 0.02 -0.01
H 4.626 -2.220 -0.609 0.05 -0.05 -0.05
H 5.800 -1.077 0.038 0.03 -0.04 -0.01
H 3.429 -2.100 1.436 -0.02 -0.04 0.08
H 4.617 -0.948 2.042 -0.01 -0.02 0.03
H 2.550 0.397 1.878 -0.05 -0.01 0.00
H 4.724 1.272 0.629 0.06 0.08 0.05
H 3.283 1.789 -0.267 -0.03 0.13 -0.05
```
Forces are in eV/Å.

The calculation puts the HOMO-LUMO gap at 9.15 eV. The value obtained for the HOMO energy is -8.6 eV. As for the charge: 0. Its spin multiplicity is 1. The largest force on an atom is 1.08 eV Å⁻¹. The SMILES is CS(=O)(=O)Nc1ccccc1C(=O)N[C@H]1C[C@@H]2CC[C@H]1C2. Its energy above the lowest of the compared OMol25 structures with the same formula, charge and spin is 20.04 kcal per mole.

***

Entry from the OMol25 dataset: a 2-piece molecular cluster, C7H14O overall (wB97M-V/def2-TZVPD).

```
22
Properties=species:S:1:pos:R:3:forces:R:3
C 2.078 -0.126 0.957 0.58 2.04 -1.87
C 1.359 -0.058 -0.472 0.80 1.34 0.43
C -0.024 0.506 -0.352 0.07 -2.37 0.05
C -0.266 1.787 -0.657 1.49 1.51 -0.09
C -1.114 -0.438 0.120 2.03 -0.92 -2.13
C -1.189 -0.448 1.585 -0.88 -1.26 0.87
C -2.254 -1.072 2.082 0.66 0.73 1.20
H 2.595 0.864 1.223 -0.81 -1.28 -0.35
H 1.323 -0.342 1.680 -0.01 -0.30 0.55
H 2.827 -0.893 0.899 0.49 -0.46 0.32
H 1.431 -1.123 -0.855 -0.51 0.98 -0.06
H 1.800 0.716 -1.240 0.30 -1.72 1.37
H -1.194 2.210 -0.944 -1.15 0.22 0.33
H 0.576 2.510 -0.586 -0.62 -0.59 -0.61
H -0.983 -1.582 -0.234 -0.04 2.43 0.42
H -2.038 -0.061 -0.284 -0.76 -0.04 -0.14
H -0.382 -0.120 2.308 -1.24 -0.09 -1.28
H -2.268 -1.043 3.122 -0.39 -0.35 1.99
H -3.116 -1.552 1.666 0.00 0.07 -0.97
H 1.026 0.224 -3.450 -0.04 -0.06 -0.26
H -0.322 0.131 -2.886 -0.82 0.35 0.96
O 0.135 -0.090 -3.683 0.85 -0.23 -0.73
```
Forces are in eV/Å.

The calculation puts the HOMO-LUMO gap (alpha / beta) at 2.78 / 8.44 eV. The value obtained for the HOMO energy (alpha / beta) is 0.9 / -4.8 eV. As for the charge: -1. Its spin multiplicity is 2. The largest force on an atom is 3.08 eV Å⁻¹. Its energy above the lowest of the compared OMol25 structures with the same formula, charge and spin is 42.07 kcal per mole.

***

Entry from the OMol25 dataset: C32H52AsF5NO8P2RuSSi4 as an isolated structure (wB97M-V/def2-TZVPD).

```
107
Properties=species:S:1:pos:R:3:forces:R:3
Ru 0.532 -0.473 -0.148 0.10 -1.47 0.12
C 3.588 -2.909 3.143 -0.05 -0.22 0.00
C 3.182 -1.509 2.746 -0.34 0.16 -0.64
O 3.830 -0.522 3.541 0.34 0.25 0.13
P 1.398 -1.210 3.014 -0.63 -0.45 0.73
O 0.589 -2.531 2.823 0.65 0.22 0.62
O 1.262 -1.009 4.584 -0.12 -0.27 0.07
O 0.831 -0.042 2.286 0.09 -0.14 -0.65
P 3.443 -1.220 0.933 0.65 0.64 0.33
O 3.100 0.390 0.816 0.09 -0.66 -0.04
O 4.831 -1.453 0.505 0.20 -0.10 0.25
O 2.273 -1.884 0.260 -0.76 0.61 -0.31
H 3.223 -3.157 4.139 0.03 -0.02 0.04
H 4.674 -3.001 3.119 0.06 0.08 -0.02
H 3.182 -3.616 2.429 -0.06 -0.21 0.02
H 4.782 -0.635 3.407 -0.11 0.06 0.07
H 0.198 -2.618 1.915 -0.36 -0.24 -0.41
H 1.997 -0.508 4.940 0.42 0.26 0.21
H 3.913 0.888 0.923 0.27 0.17 -0.02
C 1.143 -1.037 -5.035 -0.38 -0.12 0.75
Si 1.156 -1.247 -3.131 1.79 -0.21 -1.04
C 1.690 -3.031 -2.716 -0.33 0.82 0.04
C 2.403 0.058 -2.486 -0.66 -0.65 0.01
N -0.275 -0.823 -2.241 -0.42 -0.02 0.78
C -1.577 -0.826 -2.538 0.09 0.05 0.39
C -2.072 -1.049 -3.844 -0.21 -0.05 -0.14
C -3.408 -0.933 -4.140 0.21 -0.07 -0.33
C -4.321 -0.584 -3.153 0.10 0.00 0.16
C -3.884 -0.394 -1.854 0.02 0.12 0.22
C -2.546 -0.542 -1.529 -0.18 0.03 0.33
O -2.089 -0.334 -0.240 0.08 -0.06 -0.92
C -2.761 -0.863 0.851 -0.69 -0.09 1.17
C -3.825 -1.756 0.793 0.22 0.23 -0.30
C -4.415 -2.191 1.969 0.00 0.08 0.02
C -3.955 -1.759 3.202 0.05 -0.06 0.01
C -2.859 -0.910 3.257 -0.11 -0.08 -0.04
C -2.268 -0.465 2.092 -0.01 0.05 -0.56
H 2.163 -1.028 -5.405 0.27 -0.03 0.10
H 0.676 -0.113 -5.358 -0.13 0.23 -0.03
H 0.638 -1.864 -5.521 -0.15 -0.21 -0.16
H 2.553 -3.319 -3.308 0.18 0.06 -0.23
H 0.899 -3.753 -2.902 -0.21 -0.04 -0.06
H 1.974 -3.094 -1.669 -0.03 0.02 0.15
H 3.329 0.058 -3.052 0.17 -0.13 -0.14
H 2.664 -0.190 -1.456 0.19 0.19 -0.09
H 1.990 1.067 -2.513 -0.05 -0.04 -0.03
H -1.365 -1.312 -4.612 0.09 0.02 -0.14
H -3.745 -1.093 -5.153 -0.02 -0.05 -0.07
H -5.366 -0.467 -3.387 -0.10 0.03 -0.03
H -4.593 -0.105 -1.091 0.04 -0.03 0.07
H -4.170 -2.140 -0.153 -0.02 -0.08 -0.01
H -5.244 -2.882 1.908 -0.02 -0.05 0.01
H -4.427 -2.103 4.110 -0.02 -0.03 0.05
H -2.454 -0.594 4.206 0.05 0.02 0.12
H -1.391 0.163 2.128 0.04 0.07 0.05
C 3.639 2.941 -0.893 -0.64 -0.33 0.49
Si 2.264 3.293 0.414 0.92 0.95 0.07
C 2.798 3.028 2.239 -0.42 -0.24 -0.68
C 2.112 5.200 0.193 -0.37 -0.86 0.02
As 0.225 2.033 0.104 -0.46 2.09 -0.10
Si -1.094 3.023 1.943 -0.69 0.59 0.83
C -0.548 2.449 3.693 0.09 -0.12 -0.78
C -2.967 2.629 1.721 0.74 -0.05 -0.24
C -1.027 4.948 2.003 0.27 -0.84 -0.35
Si -0.850 3.172 -1.772 -0.47 0.59 -0.92
C -0.554 5.064 -1.967 0.10 -0.81 0.40
C -2.758 2.966 -1.701 0.78 -0.17 0.27
C -0.284 2.446 -3.454 -0.01 -0.02 0.79
H 4.532 3.517 -0.658 0.01 0.19 0.19
H 3.301 3.265 -1.876 -0.12 0.08 -0.08
H 3.931 1.902 -0.985 0.00 -0.15 -0.04
H 3.869 3.149 2.379 0.21 0.09 -0.10
H 2.524 2.036 2.583 -0.01 -0.17 0.03
H 2.298 3.743 2.887 -0.10 0.23 0.00
H 2.981 5.679 0.631 0.27 -0.05 0.17
H 1.232 5.617 0.662 -0.19 0.14 0.12
H 2.088 5.470 -0.856 -0.01 0.02 -0.24
H 0.079 1.566 3.630 0.09 -0.09 0.03
H -1.406 2.190 4.307 -0.29 0.01 -0.05
H 0.003 3.221 4.222 0.12 0.22 -0.07
H -3.131 1.803 1.040 -0.09 -0.12 -0.11
H -3.507 3.487 1.335 0.02 0.26 -0.14
H -3.428 2.359 2.666 0.10 -0.06 0.25
H -0.071 5.317 2.358 0.22 0.03 0.06
H -1.786 5.315 2.686 -0.25 -0.13 0.22
H -1.225 5.393 1.034 -0.05 0.11 -0.21
H -0.595 5.601 -1.028 0.00 0.12 0.20
H -1.319 5.479 -2.614 -0.27 -0.07 -0.18
H 0.405 5.272 -2.427 0.24 -0.01 -0.07
H -3.231 3.752 -1.121 0.01 0.16 0.18
H -3.032 2.014 -1.262 -0.10 -0.09 0.09
H -3.186 2.993 -2.699 0.10 0.05 -0.26
H 0.751 2.689 -3.680 0.19 0.03 0.04
H -0.889 2.842 -4.265 -0.23 0.21 -0.01
H -0.391 1.367 -3.468 0.03 -0.15 -0.04
F 0.176 -8.723 -0.005 -0.08 0.28 -0.02
C -0.019 -7.398 0.005 -0.01 0.25 0.00
C 1.012 -6.538 0.365 -0.10 -0.10 0.02
F 2.209 -7.031 0.708 -0.15 -0.01 -0.05
C 0.800 -5.169 0.407 -0.28 -0.05 -0.05
F 1.813 -4.402 0.821 -0.13 -0.23 -0.12
C -0.427 -4.587 0.067 0.36 -0.79 -0.19
S -0.806 -2.909 0.198 -0.25 0.51 -0.11
C -1.438 -5.481 -0.323 0.32 0.14 0.13
F -2.642 -5.001 -0.667 0.06 -0.16 0.03
C -1.255 -6.853 -0.332 0.07 -0.09 0.02
F -2.277 -7.659 -0.650 0.16 0.03 -0.03
```
Forces are in eV/Å.

The calculation puts the HOMO-LUMO gap (alpha / beta) at 7.81 / 5.08 eV. The value obtained for the HOMO energy (alpha / beta) is -7.4 / -7.5 eV. As for the charge: 0. Its spin multiplicity is 6. The largest force on an atom is 2.14 eV Å⁻¹. Its energy above the lowest of the compared OMol25 structures with the same formula, charge and spin is 15.34 kcal per mole.

***

Entry from the OMol25 dataset: C3H4FLiO3 as an isolated structure (wB97M-V/def2-TZVPD).

```
12
Properties=species:S:1:pos:R:3:forces:R:3
F 2.646 0.226 -1.196 -0.93 -0.21 0.29
O -0.271 -0.364 1.183 -0.41 -0.60 0.22
C -1.382 0.084 0.653 0.79 1.98 -1.18
C 0.934 -0.144 0.055 0.61 0.00 -1.00
O -2.363 0.356 1.331 -0.42 -0.88 0.57
O -1.262 0.441 -0.613 -0.92 -0.40 0.38
C 0.035 0.108 -1.156 0.60 0.04 0.08
Li -1.370 -0.500 2.749 -0.07 0.18 -0.04
H 1.341 -1.159 0.085 0.46 0.98 0.24
H 1.403 0.763 0.447 0.13 -0.92 0.05
H -0.072 -0.778 -1.788 0.07 0.20 0.12
H 0.362 0.967 -1.748 0.09 -0.37 0.27
```
Forces are in eV/Å.

The calculation puts the HOMO-LUMO gap at 7.18 eV. The value obtained for the HOMO energy is -8.5 eV. As for the charge: 0. Its spin multiplicity is 1. The largest force on an atom is 2.44 eV Å⁻¹. Its energy above the lowest of the compared OMol25 structures with the same formula, charge and spin is 16.74 kcal per mole.

***

- Which value of charge does entry 1 give?
  +1